Entry 1:
DFT (ωB97M-V/def2-TZVPD) results for a 11-piece molecular cluster, C36H66B5F20N12 overall at a distorted geometry.

The geometry in XYZ format:
```
139
C36H66B5F20N12 (ωB97M-V/def2-TZVPD)
C -1.63892 2.61834 -4.81028
C -2.03326 4.12291 -4.85919
N -1.48856 4.80473 -6.03201
C -0.90074 4.29834 -7.16993
C -0.53585 5.35904 -8.00321
N -0.70549 6.56723 -7.33558
C -1.26213 6.13512 -6.06163
C -0.42720 7.85004 -7.88518
H -1.89002 2.02781 -5.69137
H -2.13956 2.09410 -3.99626
H -0.56582 2.47846 -4.67989
H -1.66991 4.68523 -3.99903
H -3.10000 4.30516 -4.98931
H -0.66278 3.24827 -7.25446
H -0.07094 5.38095 -8.97778
H -1.58833 6.81309 -5.28681
H 0.47440 7.90715 -8.49506
H -0.02881 8.56267 -7.16299
H -1.32466 8.29187 -8.31815
C 4.22274 -1.18396 -1.30801
C 4.13898 -2.10856 -2.51426
N 4.24307 -1.37059 -3.76562
C 3.51758 -0.29507 -4.26486
C 4.00703 0.10328 -5.51709
N 5.13898 -0.64478 -5.75651
C 5.35146 -1.43984 -4.63842
C 5.93224 -0.73895 -7.02264
H 4.21965 -1.72937 -0.36429
H 3.37761 -0.50116 -1.22066
H 5.18040 -0.66616 -1.25457
H 3.19790 -2.63966 -2.37142
H 4.94284 -2.80839 -2.28591
H 2.77122 0.13263 -3.61184
H 3.57034 0.77249 -6.24363
H 6.16877 -2.13963 -4.54517
H 6.18895 -1.79438 -7.11369
H 6.84256 -0.19020 -6.78120
H 5.27220 -0.31098 -7.77715
C 2.01117 4.17776 2.73548
C 1.97183 3.71017 4.21037
N 2.71430 4.62816 5.07987
C 4.05221 4.68598 5.02717
C 4.53937 5.45501 6.07442
N 3.42735 5.79030 6.88186
C 2.27895 5.32806 6.18603
C 3.41695 6.51006 8.23471
H 3.04804 4.31762 2.42978
H 1.53417 5.15451 2.65463
H 1.39192 3.51730 2.12850
H 2.19172 2.64627 4.29904
H 0.89337 3.79820 4.34178
H 4.49827 4.11584 4.22570
H 5.55824 5.69407 6.34116
H 1.22782 5.42975 6.41232
H 3.83992 5.82236 8.96701
H 2.40701 6.62693 8.62770
H 3.96314 7.45333 8.23352
C -3.62075 -5.19288 -0.16311
C -3.53757 -6.51001 -0.89640
N -2.26167 -7.14619 -0.67248
C -1.93693 -8.04968 0.34390
C -0.59018 -8.47894 0.27148
N -0.09819 -7.70944 -0.71967
C -1.08169 -6.95554 -1.32475
C 1.26712 -7.59502 -1.04728
H -4.47992 -4.62677 -0.52289
H -2.71873 -4.58426 -0.22676
H -3.75323 -5.36695 0.90471
H -3.62469 -6.24822 -1.95090
H -4.36706 -7.18449 -0.68396
H -2.72906 -8.36639 1.00619
H 0.00465 -9.18356 0.83369
H -0.95430 -6.34881 -2.20908
H 1.88351 -7.89649 -0.20036
H 1.37887 -6.52611 -1.22899
H 1.37031 -8.24637 -1.91515
C -3.82518 1.09790 -1.05481
C -3.27675 1.02719 0.38610
N -2.05847 0.19434 0.51832
C -1.89545 -1.06215 0.01578
C -0.58788 -1.52767 0.30229
N 0.09255 -0.46210 0.90684
C -0.83786 0.48878 1.06882
C 1.38766 -0.44961 1.50289
H -3.21704 1.71748 -1.71388
H -4.80970 1.56504 -1.07955
H -4.09903 0.08768 -1.35905
H -4.04184 0.58621 1.02507
H -3.05319 1.99684 0.83092
H -2.74958 -1.62100 -0.33711
H -0.01778 -2.39417 0.00137
H -0.61221 1.43530 1.53740
H 2.14441 -0.41785 0.71905
H 1.55329 -1.32131 2.13599
H 1.55989 0.45900 2.07983
C -6.29658 -2.01029 3.86679
C -5.27818 -0.99135 3.25445
N -4.00981 -1.63610 3.32701
C -3.63884 -2.68683 2.52670
C -2.38956 -3.08438 2.93382
N -1.95913 -2.24007 3.97665
C -3.00519 -1.33026 4.16359
C -0.66916 -2.28634 4.63868
H -7.29383 -1.60049 3.70658
H -6.17355 -2.12753 4.94347
H -6.21490 -3.01896 3.46181
H -5.26840 -0.13913 3.93395
H -5.47319 -0.80125 2.19902
H -4.41565 -3.10248 1.90202
H -1.68857 -3.88651 2.75601
H -3.02110 -0.46096 4.80426
H 0.17756 -1.85826 4.10210
H -0.52164 -3.28587 5.04766
H -0.67740 -1.62218 5.50292
B -6.13983 -2.46081 -0.49292
F -4.80590 -2.24741 -0.63622
F -6.58086 -3.05029 -1.64667
F -6.34807 -3.35017 0.60318
F -6.79474 -1.29076 -0.23556
B 4.98583 0.98822 2.22614
F 6.23273 0.47046 1.84755
F 4.30543 -0.06863 2.67946
F 5.16936 2.12473 3.05559
F 4.33388 1.43887 1.12549
B 1.94263 -4.18487 1.10349
F 0.83496 -3.83318 1.89151
F 3.07937 -3.83463 1.73884
F 2.05567 -5.51762 0.85610
F 1.96768 -3.41026 -0.03034
B -1.36040 2.07406 4.44798
F -0.73077 2.86989 5.46707
F -1.42664 2.78255 3.21865
F -0.52692 0.94595 4.26384
F -2.60217 1.77358 4.88653
B 1.35880 2.74951 -1.63379
F 2.47315 3.49627 -1.34893
F 0.43716 2.77794 -0.58318
F 0.79960 3.44314 -2.66119
F 1.65913 1.44000 -2.00050
```

Values from the calculation:
Energy: -114036.824 eV
Relative energy (zero: lowest compared OMol25 entry of this formula, charge and spin): 0.0 kJ/mol
Net charge: +1
Gap between HOMO and LUMO: 0.2816 hartree
HOMO energy: -10.267 eV
Molecular weight: 1101.03 u


Entry 2:
DFT (ωB97M-V/def2-TZVPD) results for a 12-piece molecular cluster, C36H66F7O41P5 overall at a distorted geometry.

The geometry in XYZ format:
```
155
C36H66F7O41P5 (ωB97M-V/def2-TZVPD)
C -2.33173 3.45826 2.55089
C -1.03549 4.20238 2.68586
O -1.33109 5.49014 2.28313
C -2.49678 5.48912 1.52927
O -2.98039 6.43611 1.02747
O -3.05222 4.25215 1.61833
F -0.11676 3.63352 1.81810
H -2.92176 3.57173 3.46997
H -2.31747 2.41595 2.25617
H -0.64696 4.08947 3.69835
C -0.00745 3.28677 -5.54135
C 1.16594 2.68991 -6.32268
O 0.97971 1.31093 -6.03035
C -0.35852 1.11587 -5.80478
O -0.94085 0.08458 -5.79224
O -1.01459 2.28800 -5.68257
F 2.33681 3.12820 -5.82584
H -0.36280 4.25569 -5.88070
H 0.27581 3.36812 -4.48891
H 1.09573 2.88561 -7.39359
C 1.56324 -5.02604 -1.17182
C 0.78823 -6.12248 -1.83873
O 0.95680 -7.23115 -0.92200
C 1.82312 -6.90337 0.06985
O 2.23254 -7.64601 0.90988
O 2.27714 -5.67177 -0.10035
F 1.30924 -6.51223 -3.02499
H 0.88241 -4.43946 -0.55457
H 2.16051 -4.39119 -1.81629
H -0.23171 -5.78653 -2.02591
C -0.72488 1.39242 7.03137
C -0.18097 -0.02595 6.85457
O -0.12005 -0.12150 5.46286
C -0.57365 0.94465 4.81231
O -0.63806 1.11603 3.63552
O -0.90771 1.92444 5.70481
F -1.02043 -0.92854 7.42514
H -0.15795 2.13324 7.58715
H -1.70973 1.24046 7.48079
H 0.82359 -0.20837 7.23802
C -3.34324 -6.27698 1.50456
C -2.26251 -5.85344 0.54732
O -2.75426 -4.59558 0.12196
C -4.01065 -4.39400 0.58724
O -4.64024 -3.41377 0.33598
O -4.44805 -5.43106 1.30772
F -2.27117 -6.77500 -0.48533
H -2.93554 -6.19133 2.52173
H -3.67084 -7.31000 1.39797
H -1.25822 -5.86869 0.97215
C -4.04057 -0.99401 5.64897
C -4.59596 -2.14665 4.75790
O -4.88913 -1.49859 3.54142
C -4.65248 -0.18049 3.66902
O -4.97235 0.61484 2.83902
O -4.01384 0.13576 4.78816
F -5.75997 -2.62059 5.28200
H -3.01183 -1.22225 5.93713
H -4.65061 -0.76579 6.52227
H -3.87906 -2.93321 4.52321
C 3.43690 0.27992 4.64116
C 4.59177 0.50560 3.66920
O 4.16693 0.00606 2.44741
C 2.86898 -0.39761 2.55904
O 2.23303 -0.75390 1.62399
O 2.40041 -0.20138 3.78662
F 5.65653 -0.22223 4.17942
H 3.10648 1.13016 5.23502
H 3.79632 -0.44579 5.37084
H 4.94666 1.53466 3.69531
C 1.89529 -2.25237 -4.37202
O 0.98452 -3.27761 -4.84012
P 0.84358 -3.50899 -6.43199
O 1.40715 -4.76403 -6.90495
O -0.71257 -3.32379 -6.69359
C -1.62554 -4.39398 -6.47043
O 1.49288 -2.19081 -6.97829
C 1.06078 -1.67738 -8.22016
H 1.82442 -2.10504 -3.29453
H 1.68145 -1.24592 -4.73424
H 2.84434 -2.66035 -4.70838
H -2.18883 -4.60658 -7.37809
H -2.29629 -4.05055 -5.68293
H -1.30047 -5.38549 -6.14720
H 1.27054 -0.62189 -8.39559
H 0.00485 -1.74832 -8.48709
H 1.58068 -2.21766 -9.01889
C -0.33560 -4.06968 7.43034
O -0.46923 -3.87986 6.01788
P 0.81657 -3.46418 5.13909
O 1.69576 -2.56902 5.91106
O 1.45667 -4.86022 4.73745
C 2.36248 -5.54279 5.60655
O 0.20164 -2.83220 3.81087
C -0.88624 -3.43327 3.14156
H -0.95661 -3.28564 7.85155
H 0.67190 -3.99490 7.84374
H -0.63534 -5.07704 7.72078
H 1.89118 -6.39834 6.10000
H 2.76511 -4.96118 6.43428
H 3.09726 -5.94514 4.91262
H -0.72004 -3.66154 2.08823
H -1.74134 -2.75269 3.17830
H -1.17046 -4.32003 3.71615
C -2.48464 2.06672 -2.07882
O -2.58564 3.34750 -1.46234
P -2.08843 4.59101 -2.31186
O -2.66859 4.77579 -3.62943
O -2.20460 5.76704 -1.22371
C -2.07634 7.14749 -1.57151
O -0.48483 4.35638 -2.25750
C 0.25688 4.26513 -1.02620
H -3.38201 1.85693 -2.65709
H -2.46959 1.24524 -1.36284
H -1.50522 1.90899 -2.53366
H -1.36237 7.61552 -0.89382
H -3.01534 7.68391 -1.45971
H -1.67314 7.19302 -2.58343
H 0.86441 5.16763 -0.95154
H 1.00421 3.47221 -1.11156
H -0.53980 3.99796 -0.33585
C 3.79301 3.92657 -2.83981
O 3.26646 5.23030 -3.08799
P 4.36279 6.42463 -3.01981
O 5.70101 6.08826 -3.46872
O 4.25292 6.84563 -1.44962
C 5.32842 7.56604 -0.86424
O 3.60360 7.53621 -3.86206
C 2.38728 8.10255 -3.34510
H 4.37384 3.92567 -1.91775
H 4.32853 3.54650 -3.71021
H 2.98791 3.19906 -2.71588
H 5.77632 6.92679 -0.10047
H 5.06684 8.54146 -0.46168
H 6.18023 7.70726 -1.53614
H 1.57636 7.83183 -4.02129
H 2.46161 9.18517 -3.45263
H 2.17381 7.83274 -2.31526
C -2.20333 -0.90708 0.99157
O -1.11129 -0.36707 0.20866
P -0.58510 -1.01094 -1.12272
O -0.07251 -2.38984 -0.96247
O -1.82488 -0.85071 -2.09483
C -1.76832 -1.56289 -3.33726
O 0.37212 0.09816 -1.74372
C 1.77849 0.16443 -1.56213
H -3.10292 -0.75028 0.39445
H -2.32784 -0.25557 1.85240
H -2.11430 -1.96225 1.21991
H -0.76942 -1.97885 -3.51638
H -2.00698 -0.98295 -4.22298
H -2.33461 -2.48890 -3.21452
H 2.17228 -0.71178 -1.04421
H 2.02960 1.06761 -1.00681
H 2.21825 0.18846 -2.56194
```

Values from the calculation:
Energy: -187827.374 eV
Relative energy (zero: lowest compared OMol25 entry of this formula, charge and spin): 250.9 kJ/mol
Gap between HOMO and LUMO: 0.3699 hartree
HOMO energy: -10.183 eV
Molecular weight: 1442.74 u


Entry 3:
DFT (ωB97M-V/def2-TZVPD) results for C36H68Br24N2P as an isolated structure at a distorted geometry.

The geometry in XYZ format:
```
131
C36H68Br24N2P (ωB97M-V/def2-TZVPD)
C -4.95460 0.47368 2.41322
C -4.50119 -0.46732 1.52999
C -3.15185 -0.33628 0.82344
C -3.23347 -0.51601 -0.69878
C -4.29876 -1.23938 -1.22902
N -4.37941 -1.36338 -2.53885
N -3.59657 -0.85699 -3.45090
C -2.57488 -0.15879 -3.02455
C -1.74688 0.43506 -4.17925
C -2.74289 1.36540 -4.95512
C -2.26550 0.05387 -1.60117
P -0.79760 1.00314 -1.05148
C 0.71093 0.27979 -1.87455
C -0.38956 0.75047 0.75014
C 1.13827 0.82954 1.01379
H -5.26399 1.48445 2.10997
H -5.07708 0.25382 3.48278
H -5.12878 -1.35695 1.38594
H -2.84386 0.69922 1.02674
H -2.41885 -1.00638 1.28486
H -5.05110 -1.70043 -0.59495
H -5.16134 -1.91446 -2.88310
H -1.36120 -0.35376 -4.83390
H -0.97306 1.11085 -3.80373
H -2.26386 1.73841 -5.86761
H -3.70960 0.88861 -5.13918
H -2.91427 2.23092 -4.29403
H 0.51708 -0.03501 -2.90069
H 1.56510 0.95600 -1.79767
H 0.90444 -0.64787 -1.31282
H -0.95960 1.41103 1.40678
H -0.65241 -0.29549 0.95959
H 1.64307 1.63603 0.46517
H 1.59808 -0.12186 0.71826
H 1.32459 0.91347 2.08933
Br 2.47315 -1.32047 3.29553
C 1.41636 -1.72568 4.87875
C -0.03079 -1.88039 4.49160
Br -0.86100 -0.14574 4.16912
H 1.58827 -0.93195 5.59961
H 1.81707 -2.65873 5.27137
H -0.62588 -2.32716 5.28593
H -0.16276 -2.46760 3.58708
Br -4.06139 -0.85879 -8.43134
C -4.42751 0.98768 -8.92918
C -3.54743 1.44204 -10.06369
Br -1.74122 1.82395 -9.44852
H -4.30369 1.58585 -8.03118
H -5.47350 0.99939 -9.22947
H -3.91400 2.37954 -10.47723
H -3.46128 0.70839 -10.85930
Br 2.27357 -1.23450 -4.23589
C 3.94077 -0.30690 -4.63173
C 4.96400 -0.55386 -3.55790
Br 4.57216 0.51232 -1.97203
H 3.69716 0.74468 -4.75673
H 4.27470 -0.71266 -5.58459
H 5.95097 -0.23265 -3.88328
H 5.01365 -1.59116 -3.24093
Br 8.45696 -0.29350 -2.36792
C 7.81334 0.31271 -0.62924
C 8.92824 0.88498 0.20433
Br 10.02700 -0.52820 0.95923
H 7.32533 -0.53573 -0.15822
H 7.07134 1.07381 -0.85436
H 8.52512 1.42263 1.06090
H 9.58922 1.54287 -0.35332
Br -3.44695 -3.17521 3.62341
C -3.16554 -4.83232 4.61307
C -3.38044 -4.63649 6.08969
Br -1.86171 -3.71811 6.89288
H -2.16261 -5.17339 4.37367
H -3.89157 -5.53486 4.20786
H -3.44305 -5.59597 6.59881
H -4.26256 -4.05190 6.32166
Br 7.27201 -2.04103 3.57042
C 6.02108 -3.28079 4.39604
C 6.05297 -4.62699 3.72327
Br 5.10379 -4.59536 2.02312
H 5.04170 -2.81112 4.36156
H 6.34516 -3.36367 5.43199
H 5.53199 -5.36810 4.32652
H 7.06034 -4.97524 3.51676
Br 5.13618 4.74989 -2.00646
C 6.40973 3.76813 -3.10490
C 7.75620 3.67258 -2.43925
Br 8.73972 5.34520 -2.56956
H 6.44538 4.26681 -4.06895
H 5.97406 2.77742 -3.22651
H 8.37946 2.93569 -2.94394
H 7.69166 3.42623 -1.38288
Br -7.24668 -4.14370 4.00591
C -8.30411 -3.52850 5.52816
C -7.43679 -3.06252 6.67111
Br -6.69348 -4.60918 7.63964
H -8.96368 -4.34584 5.80375
H -8.89635 -2.70248 5.13834
H -8.03100 -2.51750 7.38760
H -6.60543 -2.44754 6.34402
Br 0.73827 2.83806 -6.09340
C 0.36236 4.68783 -6.57517
C 1.24244 5.14965 -7.70529
Br 3.04679 5.53530 -7.08804
H 0.48050 5.27937 -5.67240
H -0.68384 4.69614 -6.87658
H 0.87384 6.08753 -8.11600
H 1.32998 4.41742 -8.50241
Br -10.31146 -3.44848 -0.29256
C -8.87770 -4.51273 -1.06330
C -7.76459 -4.73447 -0.07482
Br -6.65748 -3.14233 0.12580
H -8.55214 -3.99997 -1.96323
H -9.33889 -5.46026 -1.33481
H -7.08702 -5.50932 -0.42839
H -8.12039 -4.99409 0.91832
Br -6.22173 -2.27297 8.86565
C -7.21655 -1.61839 10.41776
C -6.29900 -1.18588 11.53177
Br -5.56569 -2.71757 12.48045
H -7.89424 -2.41607 10.70937
H -7.79350 -0.77059 10.05042
H -6.84823 -0.62081 12.28299
H -5.45714 -0.59659 11.18288
Br 11.41899 8.12763 -4.36765
C 10.76501 8.73482 -2.63724
C 11.87645 9.30178 -1.79518
Br 12.98011 7.89314 -1.03092
H 10.26890 7.88869 -2.17142
H 10.02858 9.50301 -2.86570
H 11.47087 9.84122 -0.94134
H 12.53970 9.95622 -2.35243
```

Values from the calculation:
Energy: -1731713.824 eV
Net charge: +1
Gap between HOMO and LUMO: 0.2446 hartree
HOMO energy: -10.212 eV
Molecular weight: 2477.62 u